Molecular formula: C5H14NO2
Method: DFT, ωB97M-V/def2-TZVPD

```
22
Properties=species:S:1:pos:R:3:forces:R:3
C -2.7625 0.3806 0.3490 -3.9 -2.2 -0.6
O -2.8644 -0.4331 -0.9112 1.1 0.7 2.0
C -1.3307 0.8050 0.6185 -2.2 2.2 0.0
C -0.3955 -0.2976 1.2094 0.0 -3.4 -1.8
C 0.4594 -0.8443 0.1025 0.3 -2.8 4.8
C 1.9655 -0.9209 0.5434 1.6 4.5 0.3
N 3.0356 -0.5138 -0.4056 -1.8 -1.5 -3.7
H -3.3339 -0.3018 1.2065 1.8 2.0 -1.9
H -3.5380 1.1816 0.0328 1.8 -0.4 1.3
H -1.9224 -0.4946 -1.0501 0.1 -0.7 -1.3
H -1.4475 1.5647 1.4377 0.7 -0.3 -0.7
H -0.9323 1.2965 -0.3085 -0.2 -0.2 1.1
H -1.1485 -1.1869 1.4753 1.2 1.4 -0.8
H 0.1669 -0.1006 2.1091 0.2 0.8 0.0
H 0.1235 -1.7698 -0.4550 -0.1 1.8 -0.8
H 2.1537 -0.1917 1.3890 -0.6 -0.6 -0.8
H 3.2229 -1.2604 -1.1710 0.5 1.1 1.6
H 2.3065 -1.8424 0.9367 -0.5 -1.8 0.2
H 3.0955 0.4341 -0.8824 -0.1 -0.3 1.2
H 1.3419 1.8596 -2.7473 -0.3 -0.3 0.9
H 0.5520 1.0063 -1.6889 -1.1 -0.3 -0.7
O 1.2523 1.6293 -1.7898 1.5 0.4 -0.3
```
Forces are in eV/Å.

The calculated total energy comes out at -10971.089 eV. The charge is +2. Its LUMO energy (spin up / spin down) is -12.905 / -13.312 eV. As for the strongest force on any atom: 5.55 eV/Å. For the HOMO-LUMO gap (spin up / spin down), the calculation gives 4.51 / 4.05 eV. Its highest occupied orbital energy (spin up / spin down) is -17.42 / -17.36 eV. The spin multiplicity is 2.